17
Properties=species:S:1:pos:R:3 method="wB97M-V/def2-TZVPD" largest_force_ha_per_bohr=0.12660 relative_energy_ev=1.4846 charge=+1 gap_ha=0.35721
C 2.2413 -0.0930 0.0554
C 3.4690 -0.5595 -0.0322
C 1.1576 0.6655 0.0372
C -0.2496 0.3576 0.0565
C -1.1659 1.5699 -0.1914
C -2.1681 -1.2691 0.1706
N -0.7681 -0.8458 -0.0217
H 3.9700 -0.7528 -0.9955
H 1.2039 1.8031 -0.0940
H -1.2020 1.9984 0.7744
H -2.0848 1.0135 -0.3209
H -0.9138 2.2556 -0.9225
H -2.7524 -0.5250 -0.4663
H -2.2141 -2.1779 -0.1987
H -2.4539 -1.1091 1.2066
H -0.0793 -1.6734 0.0363
H 4.0103 -0.6580 0.9063